38
Properties=species:S:1:pos:R:3:forces:R:3 method="wB97M-V/def2-TZVPD" smiles="COCCN1Cc2cc(=O)n3c(nc4ccccc43)c2=C1N" lumo_energy_ev=0.41 gap_ha=0.2749
C 2.531 -1.829 3.972 -0.1 1.3 1.6
O 2.345 -0.576 3.294 -0.8 -0.4 0.3
C 1.525 0.337 4.047 0.8 0.1 0.6
C 1.104 1.561 3.243 0.2 -1.0 -0.8
N 0.200 1.195 2.133 0.3 0.4 1.0
C -1.264 1.468 2.134 0.4 -0.4 -0.8
C -1.618 0.995 0.737 -1.1 0.1 -2.6
C -2.782 1.007 -0.038 1.0 -0.1 1.8
C -2.795 0.542 -1.420 -2.6 1.5 -0.5
O -3.858 0.646 -2.057 1.6 -0.8 0.1
N -1.597 0.151 -2.023 -0.3 -0.2 0.6
C -0.447 0.112 -1.306 1.6 0.7 2.3
N 0.606 -0.303 -1.953 0.2 -0.2 -0.7
C 0.115 -0.591 -3.228 0.7 -0.9 -0.4
C 0.773 -1.166 -4.352 -0.4 0.2 -0.2
C 0.032 -1.414 -5.506 -1.5 0.6 0.7
C -1.377 -1.110 -5.525 0.8 0.3 1.0
C -2.016 -0.522 -4.432 -0.8 -0.5 0.1
C -1.253 -0.340 -3.278 -0.6 0.4 -1.1
C -0.415 0.586 0.065 -2.4 -0.2 -0.9
C 0.619 0.682 0.932 0.3 0.4 1.0
N 1.885 0.359 0.660 -0.2 0.5 0.4
H 3.238 -1.719 4.812 -0.3 0.3 -0.1
H 2.975 -2.558 3.366 0.5 -0.7 -1.5
H 1.608 -2.245 4.392 -0.1 0.3 -0.3
H 0.645 -0.155 4.480 0.1 -0.2 -0.2
H 2.148 0.706 4.878 -0.2 -0.1 0.1
H 0.624 2.255 3.933 -0.2 0.0 -0.2
H 2.020 2.059 2.880 -0.4 -0.1 -0.2
H -1.486 2.537 2.222 0.2 0.0 0.1
H -1.832 0.947 2.921 0.4 0.0 -0.2
H -3.759 1.371 0.325 0.7 -0.4 -0.3
H 1.833 -1.420 -4.348 -0.2 0.2 0.3
H 0.481 -1.821 -6.406 0.1 -0.1 0.2
H -2.015 -1.364 -6.345 0.1 -0.1 -0.7
H -3.117 -0.301 -4.391 1.3 -0.3 -0.2
H 2.365 -0.047 1.442 0.6 -0.2 0.1
H 1.957 -0.036 -0.259 0.4 -0.4 -0.5

40
Properties=species:S:1:pos:R:3:forces:R:3 method="wB97M-V/def2-TZVPD" lumo_energy_ev=0.25 gap_ha=0.3235
O -1.029 -4.705 -1.687 0.0 -0.1 -0.1
C -1.052 -3.650 -1.099 -0.4 0.1 0.1
N 0.101 -2.995 -0.770 1.2 -0.5 -0.2
N 0.082 -1.811 -0.151 -0.1 0.6 0.4
C 1.164 -1.193 0.100 0.1 -0.8 -0.4
C 1.143 0.102 0.747 0.0 0.8 0.4
C -0.065 0.775 0.957 0.1 0.0 0.0
C -0.060 2.008 1.569 0.0 -0.1 0.0
C 1.126 2.596 1.986 0.3 0.1 0.1
C 2.332 1.939 1.774 -0.1 0.0 0.0
C 2.334 0.693 1.153 -0.2 -0.1 0.0
H 3.281 0.199 0.999 0.1 -0.1 0.0
O 3.559 2.417 2.137 0.0 -0.3 -0.2
C 3.667 3.711 2.668 0.0 0.4 0.2
C 5.137 4.083 2.871 0.2 0.0 -0.1
H 5.550 4.813 2.180 0.0 -0.1 -0.1
H 5.776 3.204 2.926 0.0 0.0 -0.1
S 4.807 4.755 4.540 -0.1 0.1 -0.1
C 3.256 3.872 4.141 -0.1 0.0 0.3
H 2.366 4.463 4.340 -0.1 -0.1 0.0
H 3.206 2.920 4.667 -0.1 0.0 -0.1
H 3.153 4.438 2.024 0.1 -0.1 0.1
H 1.096 3.558 2.472 0.0 0.1 0.0
H -0.990 2.532 1.733 -0.1 0.0 0.0
H -0.980 0.316 0.620 -0.1 0.0 0.0
H 2.145 -1.610 -0.162 -0.1 0.0 0.0
H 0.986 -3.419 -1.065 -0.4 0.1 0.1
C -2.310 -2.940 -0.656 -0.2 0.3 -0.2
H -3.184 -3.540 -0.904 0.2 0.0 0.1
H -2.257 -2.703 0.404 -0.1 0.0 0.0
S -2.480 -1.338 -1.521 0.2 0.1 0.3
C -3.507 -1.789 -2.857 -0.3 -0.4 -0.1
N -3.703 -0.837 -3.762 0.3 0.4 0.3
C -4.477 -1.145 -4.784 -0.2 -0.3 -0.2
C -5.062 -2.398 -4.922 0.1 0.0 0.1
C -4.796 -3.308 -3.910 -0.2 0.1 -0.4
N -4.027 -3.008 -2.879 0.1 -0.1 0.2
H -5.206 -4.310 -3.909 -0.1 0.0 -0.1
H -5.687 -2.647 -5.763 -0.1 0.0 -0.1
H -4.626 -0.357 -5.512 -0.1 0.0 -0.1

41
Properties=species:S:1:pos:R:3:forces:R:3 method="wB97M-V/def2-TZVPD" lumo_energy_ev="-11.33 / -13.87" s2=3.81 spin_multiplicity=4 charge=+3 gap_ha="0.2490 / 0.1452"
Tc -0.549 -0.397 -1.713 0.0 0.0 0.1
C 0.998 3.820 -4.730 0.5 0.1 -0.3
C -0.269 3.387 -4.144 -0.5 -0.1 0.2
N -1.435 3.907 -4.357 0.8 1.0 -0.9
N -2.342 3.211 -3.677 0.3 -1.3 0.9
C -1.771 2.211 -3.006 0.5 0.1 -0.1
S -2.442 0.985 -2.022 -0.3 -0.6 0.3
N -0.433 2.302 -3.276 -1.1 0.6 -0.2
N 0.500 1.424 -2.712 0.2 -0.5 0.1
H 0.852 4.795 -5.195 0.0 0.0 0.1
H 1.328 3.130 -5.511 0.0 0.0 0.0
H 1.790 3.896 -3.987 0.0 0.1 0.1
H -3.323 3.481 -3.732 0.2 -0.2 0.1
H 1.151 1.943 -2.109 -0.3 -0.1 -0.2
H 1.075 0.990 -3.450 -0.3 0.2 0.1
S -1.085 -2.925 -1.439 -0.4 0.7 0.3
C 0.274 -2.362 -2.124 -0.6 -0.7 0.2
N 1.065 -1.562 -2.489 1.1 0.9 -0.6
Te -0.753 0.261 0.911 0.1 -0.7 0.1
C -1.532 -1.460 1.962 0.1 0.7 -0.2
C -2.694 -1.262 2.693 -0.2 0.1 0.1
C -3.197 -2.329 3.429 -0.1 0.6 -0.2
C -2.518 -3.535 3.454 0.1 -0.5 0.2
C -1.365 -3.723 2.706 0.2 0.2 -0.1
C -0.847 -2.669 1.966 0.4 -0.4 0.0
C 1.197 -0.069 1.763 -1.1 -0.3 -1.2
C 2.155 -0.887 1.176 1.0 -0.4 -0.1
C 3.361 -1.080 1.834 -0.8 -0.6 -1.7
C 3.592 -0.463 3.060 0.5 0.2 1.0
C 2.643 0.378 3.621 -1.1 0.7 0.2
C 1.423 0.560 2.988 0.8 0.4 1.5
H -3.216 -0.315 2.689 0.0 0.0 0.0
H -4.115 -2.194 3.983 0.0 0.0 0.0
H -2.871 -4.333 4.098 -0.1 0.0 -0.1
H -0.843 -4.669 2.720 0.0 0.0 0.0
H 0.077 -2.799 1.417 0.0 0.0 0.0
H 1.987 -1.347 0.209 0.0 0.0 0.1
H 4.120 -1.710 1.393 0.1 0.0 0.0
H 4.509 -0.664 3.599 0.1 0.0 0.0
H 2.834 0.882 4.557 0.1 0.0 0.1
H 0.668 1.190 3.445 0.0 0.0 0.0

38
Properties=species:S:1:pos:R:3:forces:R:3 method="wB97M-V/def2-TZVPD" smiles="O=C(C[C@H](SCCO)c1ccc2c(c1)OCO2)c1cccs1" lumo_energy_ev=0.05 gap_ha=0.3019
O -1.505 1.279 3.258 0.0 -0.1 -0.1
C -0.838 1.684 2.329 -0.2 -0.1 -0.3
C -1.080 1.197 0.911 -0.2 -0.3 0.2
C -0.561 -0.236 0.784 0.6 0.1 0.0
S 1.288 -0.273 0.889 0.0 -0.1 0.1
C 1.793 0.285 -0.769 -0.1 -0.3 0.3
C 2.142 -0.890 -1.679 -0.1 -0.1 0.4
O 2.516 -0.464 -2.964 0.2 0.3 -0.5
C -1.015 -0.982 -0.433 -0.2 0.0 -0.2
C -1.439 -0.338 -1.586 0.1 0.0 0.3
C -1.819 -1.043 -2.727 0.0 -0.4 -0.3
C -1.754 -2.412 -2.672 0.2 0.0 0.5
C -1.326 -3.071 -1.516 -0.1 0.4 -0.3
C -0.954 -2.383 -0.391 -0.1 -0.2 -0.3
O -1.358 -4.422 -1.726 0.1 0.3 0.4
C -1.815 -4.597 -3.050 -0.2 -1.1 -0.6
O -2.066 -3.335 -3.631 0.0 0.5 0.0
C 0.250 2.630 2.534 0.6 0.7 0.2
C 0.678 3.104 3.752 -0.3 -0.3 -0.4
C 1.756 3.995 3.650 0.2 0.1 -0.1
C 2.142 4.198 2.358 -0.2 -0.1 -0.3
S 1.200 3.304 1.248 -0.1 0.0 0.6
H -0.602 1.856 0.187 -0.1 0.0 -0.1
H -2.159 1.183 0.740 0.0 0.1 0.0
H -0.850 -0.790 1.681 0.0 0.1 -0.1
H 2.665 0.926 -0.618 0.0 0.1 0.0
H 0.987 0.876 -1.199 0.0 0.1 -0.1
H 2.936 -1.489 -1.211 -0.1 0.0 0.0
H 1.266 -1.526 -1.821 0.1 0.0 0.1
H 3.316 0.071 -2.898 -0.1 -0.1 0.0
H -1.493 0.738 -1.619 0.0 0.1 0.0
H -2.147 -0.535 -3.618 0.0 0.1 -0.1
H -0.616 -2.898 0.493 0.1 -0.1 0.1
H -2.742 -5.191 -3.045 0.2 0.2 0.0
H -1.048 -5.127 -3.638 -0.1 0.2 0.2
H 0.216 2.801 4.674 -0.1 -0.1 0.1
H 2.228 4.468 4.492 0.1 0.1 0.1
H 2.931 4.826 1.993 0.2 0.1 0.0

44
Properties=species:S:1:pos:R:3:forces:R:3 method="wB97M-V/def2-TZVPD" lumo_energy_ev=4.31 charge=-2 gap_ha=0.2112
Al -1.943 0.131 0.293 -0.4 -0.6 0.1
C 3.425 -1.811 1.203 -0.1 -0.1 0.0
C 2.195 -1.967 0.307 0.0 0.0 0.2
C 2.126 -0.918 -0.775 -0.2 0.0 -0.1
C 3.116 -0.983 -1.748 0.1 0.1 -0.1
C 3.129 -0.127 -2.829 0.1 -0.1 -0.1
C 2.103 0.784 -2.977 0.1 -0.1 0.1
C 1.087 0.873 -2.039 0.0 0.3 0.0
C 0.005 1.880 -2.273 -0.1 0.0 0.1
C -1.274 1.204 -2.757 0.0 0.1 0.3
C 1.107 0.047 -0.899 0.6 -0.1 -0.5
N 0.126 0.188 0.096 -0.2 0.1 0.8
C 0.532 0.248 1.335 0.5 0.3 -0.3
C -0.342 0.168 2.422 -0.4 -0.1 0.7
C -0.119 0.264 3.805 0.2 0.1 -0.2
C -1.357 0.128 4.412 0.2 0.0 0.2
C -2.290 -0.047 3.390 -0.2 0.0 -0.5
N -1.689 -0.035 2.201 0.4 -0.2 -0.1
H 3.493 -2.640 1.908 0.0 0.0 0.1
H 3.366 -0.887 1.775 0.1 0.1 0.1
H 4.340 -1.786 0.612 0.1 0.0 0.0
H 1.300 -1.957 0.922 0.0 -0.2 -0.1
H 2.242 -2.944 -0.184 -0.1 0.0 0.1
H 3.894 -1.730 -1.654 0.0 -0.1 0.0
H 3.929 -0.172 -3.555 0.1 -0.1 -0.1
H 2.091 1.451 -3.830 -0.1 0.1 0.0
H 0.340 2.608 -3.017 0.0 0.0 0.0
H -0.201 2.427 -1.350 -0.1 0.0 -0.1
H -1.122 0.742 -3.732 0.0 -0.2 0.0
H -2.094 1.920 -2.843 0.0 -0.1 0.2
H -1.563 0.416 -2.044 -0.1 0.2 -0.5
H 1.593 0.401 1.544 0.0 -0.1 0.0
H 0.830 0.421 4.287 0.2 0.0 0.0
H -1.574 0.154 5.464 0.0 0.0 0.2
H -3.356 -0.158 3.472 -0.2 0.0 -0.1
Se -5.018 3.643 -2.021 0.1 -0.2 0.1
Sb -4.455 2.352 -0.028 0.1 0.2 -0.1
Se -4.173 -0.151 -0.511 -0.3 0.6 0.1
Se -1.960 2.604 0.513 -0.7 0.1 -0.2
Se -5.872 2.759 1.911 0.1 -0.1 -0.1
F -2.674 -2.766 -0.236 -0.2 -0.1 0.0
C -1.584 -1.950 -0.109 -0.3 0.2 0.0
F -0.815 -2.624 0.824 0.2 0.0 0.2
F -0.893 -2.161 -1.284 0.2 -0.1 -0.3

38
Properties=species:S:1:pos:R:3:forces:R:3 method="wB97M-V/def2-TZVPD" smiles=COc1ccccc1OC[C@@H]1COB(c2ccccc2)O1 lumo_energy_ev=0.60 gap_ha=0.3281
C -1.058 1.111 -2.637 -0.5 -1.9 -1.3
O 0.212 1.536 -3.077 1.6 1.2 0.6
C 0.946 2.362 -2.209 -1.6 -0.8 0.5
C 2.073 2.990 -2.692 -0.1 0.7 -0.1
C 2.801 3.869 -1.897 0.8 -0.5 -0.1
C 2.470 4.068 -0.559 1.0 0.5 -1.1
C 1.391 3.429 -0.050 -1.2 -0.8 -0.3
C 0.597 2.594 -0.851 0.0 -0.6 0.0
O -0.489 1.899 -0.300 0.8 0.7 1.0
C -0.257 1.489 1.051 0.4 0.4 0.3
C -1.447 0.697 1.576 -0.5 0.9 0.4
C -1.271 0.262 3.082 -0.2 1.7 0.1
O -0.973 -1.101 3.086 0.1 -1.0 -1.6
B -1.127 -1.501 1.770 0.2 -0.9 -1.1
C -0.753 -2.901 1.112 -1.1 0.7 1.3
C -1.627 -3.984 1.133 0.1 -0.2 -0.3
C -1.317 -5.170 0.491 0.3 0.4 0.1
C -0.108 -5.277 -0.170 0.0 -0.1 0.0
C 0.744 -4.203 -0.233 0.1 0.3 0.2
C 0.429 -3.028 0.438 1.3 -0.1 -0.5
O -1.559 -0.521 0.863 0.6 -0.8 1.3
H -1.677 1.957 -2.433 -0.6 0.4 0.2
H -1.508 0.471 -3.464 0.6 1.0 0.8
H -0.952 0.477 -1.766 -0.3 -0.1 -0.1
H 2.319 2.865 -3.734 0.1 -0.2 -0.1
H 3.734 4.258 -2.312 -0.4 0.2 0.2
H 3.061 4.713 0.070 0.1 0.1 0.0
H 1.169 3.563 0.985 -0.2 0.1 0.3
H 0.658 0.878 1.067 -0.2 -0.2 0.1
H -0.013 2.362 1.704 -0.7 -0.6 -0.3
H -2.382 1.264 1.410 0.5 -0.1 0.2
H -0.462 0.810 3.567 0.2 0.1 -0.1
H -2.149 0.426 3.713 -0.2 0.1 -0.3
H -2.545 -3.914 1.669 -0.6 0.1 0.3
H -1.988 -5.996 0.492 -0.4 -0.5 0.2
H 0.216 -6.209 -0.584 -0.1 -0.4 -0.4
H 1.654 -4.292 -0.794 0.4 0.0 0.0
H 1.189 -2.253 0.484 -0.2 0.2 -0.2